Below is a structure of composition C34H43AsMnN2P2S, with properties calculated with ωB97M-V with the def2-TZVPD basis set.

Atoms and positions in Å:
1 Mn -0.352590 0.949052 -1.294950
2 S 2.128836 -0.274723 -1.112494
3 C 2.610900 -1.932627 -1.425931
4 C 3.033785 -2.510265 -2.620107
5 C 3.460464 -3.834432 -2.622674
6 C 3.482925 -4.600553 -1.460113
7 C 3.082806 -4.038815 -0.253351
8 C 2.656425 -2.723954 -0.280279
9 As 1.849399 -1.766540 1.171175
10 C 2.537114 -2.662993 2.721472
11 C 3.906713 -2.884198 2.815684
12 C 4.416811 -3.457691 3.973266
13 C 3.566372 -3.807363 5.012400
14 C 2.199340 -3.583885 4.910721
15 C 1.680488 -3.000806 3.764177
16 C -0.012536 -2.157589 1.049142
17 C -0.428000 -3.480137 1.092138
18 C -1.781650 -3.774929 0.968611
19 C -2.705499 -2.750918 0.803768
20 C -2.277696 -1.427630 0.750242
21 C -0.928769 -1.131249 0.868519
22 H 3.068173 -1.937204 -3.535484
23 H 3.800367 -4.273983 -3.550975
24 H 3.830139 -5.623486 -1.490230
25 H 3.126672 -4.609246 0.665588
26 H 4.580810 -2.628735 2.006456
27 H 5.480146 -3.633739 4.060564
28 H 3.970877 -4.257628 5.908635
29 H 1.540721 -3.862218 5.721743
30 H 0.614411 -2.820114 3.692696
31 H 0.283027 -4.287268 1.223895
32 H -2.113919 -4.803133 1.007124
33 H -3.757802 -2.986838 0.718815
34 H -3.001246 -0.633372 0.625685
35 H -0.576764 -0.099354 0.811275
36 C -2.473373 3.090618 -2.645395
37 P -2.541038 1.491847 -1.782347
38 C -3.924271 1.700584 -0.612054
39 C -3.228151 0.344492 -3.038080
40 C -2.156340 0.044303 -4.086294
41 P -0.583668 -0.414564 -3.258576
42 C 0.623184 -0.382903 -4.610231
43 C -0.801717 -2.164738 -2.830218
44 H -3.420982 3.290008 -3.149251
45 H -1.669885 3.109477 -3.381989
46 H -2.265081 3.890925 -1.935078
47 H -4.677255 2.368727 -1.032991
48 H -3.596949 2.095487 0.349497
49 H -4.398356 0.738417 -0.418148
50 H -4.125182 0.779638 -3.485800
51 H -3.543936 -0.565583 -2.519856
52 H -1.955408 0.934283 -4.688754
53 H -2.478739 -0.737074 -4.777766
54 H 0.365296 -1.127040 -5.365585
55 H 1.624069 -0.573750 -4.231259
56 H 0.618287 0.601772 -5.078632
57 H -1.156326 -2.716018 -3.703032
58 H -1.514353 -2.281419 -2.012251
59 H 0.151921 -2.582787 -2.504953
60 N 1.630557 1.026297 2.473197
61 C 1.763242 -0.010073 1.992918
62 C -2.902799 3.421870 3.044784
63 N -1.920861 3.877507 2.015111
64 C -1.679267 5.351738 2.118599
65 C -0.636618 3.056414 2.085997
66 C 0.267242 3.334504 0.928905
67 C 1.264915 4.292558 1.086195
68 C 2.201837 4.533176 0.088770
69 C 2.150989 3.787233 -1.075850
70 C 1.143218 2.835907 -1.210585
71 C 0.179712 2.569074 -0.239817
72 H -3.821745 3.989915 2.931954
73 H -2.459239 3.603489 4.020582
74 H -3.074376 2.357654 2.906835
75 H -2.304934 3.701515 1.084960
76 H -1.221152 5.542891 3.085994
77 H -2.639878 5.853468 2.042202
78 H -1.013627 5.647797 1.314189
79 H -0.965141 2.017729 2.102791
80 H -0.190077 3.300982 3.049825
81 H 1.347052 4.835979 2.021329
82 H 2.979190 5.270117 0.233494
83 H 2.885610 3.927888 -1.856655
84 H 1.173160 2.248260 -2.143887

Force components x, y, z for each atom (eV/Å):
Mn 0.2 -0.7 -0.4
S -0.4 0.3 0.3
C 0.0 -0.1 -0.1
C 0.0 0.0 0.0
C 0.0 0.0 0.1
C 0.0 0.1 -0.1
C 0.1 0.0 -0.1
C 0.2 0.3 -0.2
As 0.0 -0.1 0.5
C -0.2 0.0 0.0
C 0.0 -0.1 0.2
C 0.0 0.0 -0.1
C 0.0 0.0 0.0
C 0.0 0.0 -0.1
C 0.0 -0.1 0.1
C -0.1 0.2 -0.1
C -0.1 -0.1 0.0
C 0.0 0.1 0.0
C 0.1 0.0 0.0
C -0.1 -0.1 0.0
C -0.1 0.1 -0.1
H 0.0 0.0 0.0
H 0.0 0.0 0.0
H 0.0 0.0 0.0
H 0.0 0.0 0.0
H 0.0 0.0 0.0
H 0.0 0.0 0.0
H 0.0 0.0 0.0
H 0.0 0.0 0.0
H 0.0 0.0 0.0
H 0.0 0.0 0.0
H 0.0 0.0 0.0
H 0.0 0.0 0.0
H 0.0 0.0 0.0
H -0.1 0.0 0.2
C -0.1 0.1 -0.1
P 0.1 0.0 0.2
C -0.2 0.0 0.0
C -0.1 0.1 0.0
C -0.1 -0.1 -0.1
P 0.0 0.2 0.1
C 0.0 0.0 -0.1
C 0.0 -0.1 -0.1
H 0.0 0.0 0.0
H 0.0 -0.1 0.0
H 0.0 0.0 0.0
H 0.0 0.0 0.0
H 0.1 0.0 0.0
H 0.0 0.0 0.0
H 0.0 0.0 0.0
H 0.1 0.0 0.0
H 0.0 0.0 0.0
H 0.0 0.0 0.0
H 0.0 0.0 0.0
H 0.0 0.0 0.0
H 0.0 0.0 0.0
H 0.0 0.0 0.0
H 0.0 0.0 0.0
H 0.0 0.0 0.0
N -0.1 -0.1 0.1
C 0.2 -0.1 -0.4
C 0.2 0.1 -0.2
N 0.0 0.0 0.0
C 0.0 -0.3 0.0
C -0.3 0.1 0.1
C 0.1 -0.1 0.0
C 0.1 0.1 -0.1
C -0.1 0.0 0.0
C -0.2 0.0 0.1
C 0.2 0.3 -0.3
C 0.3 -0.1 0.1
H 0.0 0.0 0.1
H -0.1 0.0 0.0
H -0.1 0.0 0.1
H 0.0 0.0 0.0
H 0.0 0.1 0.0
H 0.0 0.1 0.0
H 0.0 0.1 0.0
H 0.1 0.0 0.0
H 0.1 0.0 0.0
H 0.0 0.0 0.0
H 0.0 0.0 0.0
H 0.0 0.0 0.0
H 0.0 0.0 0.0

The value obtained for the HOMO energy (alpha / beta) is -12.7 / -12.5 eV. Its spin multiplicity is 4. For the relative energy (zero: lowest compared OMol25 entry of this formula, charge and spin), the calculation gives 72.9 kcal per mole. As for the total charge: +2. The molar mass comes out at 703.61 Da. For the largest force on an atom, the calculation gives 0.801 eV/Å. The LUMO energy (alpha / beta) comes out at -4.97 / -4.92 eV.

---

Below is a structure of composition C34H43AsOSSb2Y at a distorted geometry, with properties calculated with ωB97M-V with the def2-TZVPD basis set.

Atoms and positions in Å:
1 Y -1.558005 0.231193 -0.786061
2 C -4.362173 2.870110 3.095895
3 Sb -2.833498 1.636226 2.296034
4 C -4.057223 -0.133236 2.242716
5 C -1.928316 1.075052 4.179271
6 C -0.853158 2.034115 4.595629
7 C -1.200609 3.211739 5.250019
8 C -0.239169 4.150078 5.597330
9 C 1.080203 3.950227 5.223170
10 C 1.434415 2.780922 4.566703
11 C 0.490934 1.789739 4.306036
12 C 0.954972 0.459267 3.808013
13 Sb 0.609813 0.078426 1.697053
14 C 1.728845 -1.716408 1.520653
15 C 2.115362 1.389314 0.969287
16 H -4.910889 2.281751 3.828310
17 H -5.032104 3.190031 2.300467
18 H -3.922821 3.752506 3.555690
19 H -4.611062 -0.211569 3.177590
20 H -3.435828 -1.015852 2.123087
21 H -4.776191 -0.078264 1.422596
22 H -1.611483 0.046126 4.027945
23 H -2.812127 1.117462 4.815584
24 H -2.238262 3.378988 5.518079
25 H -0.516343 5.030636 6.160860
26 H 1.830364 4.693334 5.456191
27 H 2.471059 2.604258 4.302427
28 H 0.461758 -0.386758 4.283297
29 H 2.036942 0.342888 3.847222
30 H 2.785113 -1.462074 1.478595
31 H 1.435884 -2.244413 0.617229
32 H 1.535915 -2.355043 2.382666
33 H 3.072240 1.094840 1.400691
34 H 1.894291 2.419058 1.248777
35 H 2.165731 1.314765 -0.108990
36 C 2.030467 -0.223033 -7.319273
37 C 2.173444 1.023956 -6.729728
38 C 1.718081 1.239506 -5.435334
39 C 1.184981 0.170165 -4.724704
40 C 1.019419 -1.079959 -5.313787
41 C 1.456581 -1.274324 -6.613758
42 As 0.545309 0.439667 -2.941795
43 C 1.382964 -1.073621 -2.071707
44 C 2.751281 -1.124592 -1.783466
45 C 3.350297 -2.332493 -1.480116
46 C 2.602963 -3.509916 -1.494727
47 C 1.246548 -3.468589 -1.766211
48 C 0.631216 -2.245961 -2.029863
49 C 1.279066 2.054027 -2.241362
50 C 0.375178 2.933148 -1.641724
51 C 0.795566 4.155954 -1.138293
52 C 2.133390 4.506231 -1.249598
53 C 3.038839 3.644310 -1.861746
54 C 2.616664 2.423171 -2.367282
55 H 2.345149 -0.371724 -8.343414
56 H 2.623696 1.838606 -7.280446
57 H 1.795553 2.224561 -4.994096
58 H 0.568357 -1.900203 -4.769328
59 H 1.337342 -2.241734 -7.082551
60 H 3.352944 -0.225532 -1.813431
61 H 4.413075 -2.372721 -1.279522
62 H 3.087834 -4.459697 -1.311203
63 H 0.684202 -4.391494 -1.835798
64 H -0.429020 -2.228207 -2.281711
65 H -0.695320 2.691357 -1.616834
66 H 0.085234 4.841043 -0.694712
67 H 2.468669 5.465735 -0.878793
68 H 4.075832 3.936016 -1.963216
69 H 3.324875 1.775692 -2.867890
70 O -1.583437 -1.752863 0.274558
71 S -2.347366 -2.930985 0.975328
72 C -3.832389 -3.273329 -0.022245
73 C -3.521540 -4.480775 -0.907818
74 C -2.589722 -5.362704 -0.081386
75 C -1.497554 -4.433084 0.442563
76 H -4.069573 -2.356760 -0.562665
77 H -4.634930 -3.481223 0.686982
78 H -3.027895 -4.163151 -1.828684
79 H -4.436207 -5.003161 -1.182017
80 H -2.155785 -6.170898 -0.668040
81 H -3.133422 -5.815217 0.750008
82 H -0.815120 -4.098753 -0.338870
83 H -0.930314 -4.835871 1.279644

Force components x, y, z for each atom (eV/Å):
Y 1.3 -1.0 2.2
C 0.0 0.4 -0.3
Sb -0.3 -0.5 -0.5
C -0.1 0.1 -0.2
C 0.2 0.4 -0.3
C -0.3 -0.2 0.1
C 0.0 0.1 0.1
C -0.1 0.0 0.0
C 0.0 0.0 -0.1
C 0.1 0.0 0.2
C 0.3 -0.2 -0.1
C -0.6 0.0 -0.4
Sb 0.6 0.6 -0.9
C -0.3 -0.2 0.1
C 0.1 0.1 0.3
H 0.1 0.0 0.0
H 0.0 0.0 0.0
H 0.0 0.0 0.0
H 0.0 0.0 0.0
H 0.0 0.0 0.1
H 0.0 0.0 0.1
H 0.0 0.0 0.3
H 0.1 -0.1 0.2
H 0.0 0.0 0.0
H 0.0 0.0 -0.1
H 0.0 0.0 0.0
H 0.0 0.0 0.1
H 0.2 0.1 0.3
H 0.0 0.0 0.1
H 0.0 0.0 0.0
H 0.1 0.0 0.0
H 0.1 0.0 0.0
H 0.0 0.0 0.0
H 0.0 0.0 0.0
H 0.1 0.0 0.0
C 0.0 0.0 0.0
C -0.1 0.0 0.0
C 0.1 -0.1 0.0
C -0.4 0.3 -0.3
C 0.1 0.0 0.0
C -0.1 0.0 0.0
As -0.6 -0.4 0.5
C 0.1 -0.1 0.2
C -0.1 0.1 0.1
C 0.0 -0.1 -0.1
C 0.1 0.0 0.0
C -0.1 0.1 -0.1
C 0.1 -0.1 -0.1
C 0.0 0.3 -0.2
C 0.1 -0.2 0.1
C -0.1 0.0 0.1
C 0.0 0.0 0.0
C 0.0 0.0 0.0
C 0.0 0.1 0.0
H 0.1 0.0 0.0
H 0.0 0.0 0.0
H 0.0 0.0 0.0
H 0.0 0.0 0.0
H 0.0 0.0 0.0
H 0.0 0.0 0.0
H 0.0 0.0 0.0
H 0.0 0.0 0.0
H 0.0 0.0 0.1
H 0.0 -0.1 -0.1
H 0.0 0.1 -0.1
H 0.0 0.0 0.0
H 0.0 0.0 0.0
H 0.0 0.0 0.0
H 0.0 0.0 0.0
O -0.8 0.8 -1.2
S 0.1 0.0 0.1
C 0.0 -0.1 -0.2
C 0.1 0.0 0.1
C -0.1 0.1 0.0
C 0.1 -0.2 0.0
H -0.1 0.0 0.1
H 0.0 0.0 0.0
H 0.0 0.0 0.0
H 0.0 0.1 0.0
H 0.0 0.0 0.0
H 0.0 0.0 0.0
H 0.0 0.0 0.0
H 0.0 0.1 0.0

The value obtained for the HOMO energy is -15.3 eV. For the relative energy (zero: lowest compared OMol25 entry of this formula, charge and spin), the calculation gives 73.5 kcal per mole. As for the total charge: +3. The molar mass comes out at 907.13 Da. For the largest force on an atom, the calculation gives 2.734 eV/Å. The LUMO energy comes out at -9.90 eV.

---

Below is a structure of composition C34H43BF2GeN3O6Ti at a distorted geometry, with properties calculated with ωB97M-V with the def2-TZVPD basis set.

Atoms and positions in Å:
1 Ti 0.323507 0.662367 -0.068555
2 C -3.960543 -2.729832 0.678325
3 C -2.608763 -3.436721 0.511431
4 C -2.407450 -4.391271 1.696082
5 C -2.596078 -4.281833 -0.769297
6 O -1.571564 -2.435675 0.411537
7 Ge -0.464223 -1.885097 -1.495876
8 O -1.165887 -0.158059 -1.438016
9 C -2.360652 0.344669 -2.029048
10 C -2.938249 -0.673211 -3.021063
11 C -2.036735 1.638710 -2.785896
12 C -3.397733 0.643017 -0.935814
13 O 1.135288 -1.073407 -0.956710
14 C 2.452624 -1.603327 -0.900942
15 C 2.716574 -2.187893 0.486253
16 C 3.436471 -0.453353 -1.154871
17 C 2.625428 -2.699108 -1.961964
18 H -4.752669 -3.464211 0.808586
19 H -4.182277 -2.122965 -0.195431
20 H -3.919260 -2.092984 1.558190
21 H -3.234120 -5.096802 1.732593
22 H -2.379786 -3.847113 2.633493
23 H -1.474904 -4.934146 1.584338
24 H -3.336837 -5.073734 -0.690298
25 H -1.611892 -4.731736 -0.889606
26 H -2.815258 -3.676865 -1.648581
27 H -2.179613 -0.937353 -3.759510
28 H -3.796731 -0.245549 -3.535091
29 H -3.250012 -1.576039 -2.495036
30 H -1.420316 1.426569 -3.656001
31 H -1.486270 2.299786 -2.117861
32 H -2.951934 2.131051 -3.108507
33 H -3.339201 -0.117478 -0.160681
34 H -4.401889 0.659245 -1.357851
35 H -3.181291 1.606313 -0.480045
36 H 2.748212 -1.367728 1.200015
37 H 3.662151 -2.725221 0.509937
38 H 1.909410 -2.862583 0.767242
39 H 3.247792 0.348655 -0.435704
40 H 3.313449 -0.053209 -2.160421
41 H 4.456922 -0.809147 -1.028553
42 H 1.932382 -3.518748 -1.754995
43 H 3.644247 -3.080708 -1.940749
44 H 2.414807 -2.298316 -2.953348
45 O 2.543437 3.508375 1.102988
46 C 1.950027 2.676646 0.415262
47 O 1.599428 1.478988 0.856377
48 C 1.610646 2.862312 -0.988496
49 C 1.812153 4.067992 -1.655000
50 C 1.602081 4.150853 -3.008450
51 C 1.320276 2.953038 -3.721936
52 C 1.254583 2.930132 -5.116599
53 C 1.050523 1.750745 -5.817612
54 C 0.912290 0.566672 -5.118587
55 C 0.954739 0.564327 -3.730789
56 C 1.138628 1.739111 -2.987182
57 N 1.153203 1.711344 -1.621825
58 H 2.132589 4.914753 -1.064150
59 H 1.709599 5.080945 -3.546770
60 H 1.387714 3.859161 -5.655382
61 H 1.021402 1.755898 -6.899613
62 H 0.776369 -0.369308 -5.646286
63 H 0.846241 -0.377753 -3.211978
64 N -0.015563 -0.699016 1.470813
65 C 0.746442 -0.431183 2.440784
66 C 1.154149 -0.772556 3.712277
67 C 2.338729 -1.524702 3.959344
68 C 2.851432 -1.657647 5.224095
69 C 2.242332 -1.055372 6.317940
70 C 1.072784 -0.333042 6.110214
71 C 0.538333 -0.188193 4.855707
72 H 2.827807 -2.021920 3.138029
73 H 3.746297 -2.249653 5.371539
74 H 2.658906 -1.160127 7.308842
75 H 0.572033 0.117746 6.958663
76 H -0.380190 0.360644 4.716384
77 F -1.888922 -1.643010 2.615380
78 B -0.903408 -1.948753 1.675952
79 F -0.113558 -2.996317 2.153509
80 O -1.007860 1.934795 0.218306
81 N -0.882121 2.806800 1.246083
82 C -0.525570 4.113045 0.972470
83 C -0.079581 4.932005 1.964858
84 C 0.033885 4.467373 3.281224
85 C -0.351694 3.142550 3.540731
86 C -0.800391 2.338790 2.538660
87 H -0.620699 4.417781 -0.060357
88 H 0.199875 5.945925 1.721376
89 H 0.427867 5.096702 4.060556
90 H -0.301176 2.752278 4.544852
91 H -1.113190 1.311867 2.666092

Force components x, y, z for each atom (eV/Å):
Ti -1.9 -3.6 -2.2
C 0.4 -0.1 -0.1
C -0.4 -0.4 0.0
C 0.2 0.3 -0.1
C 0.1 0.4 0.3
O 0.5 0.5 -0.5
Ge -0.5 -0.5 -0.1
O 0.4 -0.5 0.1
C -0.8 0.3 -0.4
C 0.4 0.1 0.3
C 0.2 -0.3 0.2
C 0.3 0.0 0.0
O -0.5 -0.2 -0.1
C 1.1 -0.5 0.0
C -0.3 0.3 -0.2
C -0.4 0.0 0.0
C -0.3 0.3 0.2
H -0.1 -0.1 0.0
H -0.1 0.1 -0.1
H 0.0 0.1 0.0
H -0.1 -0.1 -0.1
H 0.0 0.0 0.1
H 0.1 -0.1 0.1
H -0.1 -0.1 0.0
H 0.0 -0.1 -0.1
H 0.0 0.0 -0.1
H 0.0 0.0 -0.1
H -0.1 0.0 0.0
H -0.1 -0.1 0.0
H 0.0 0.1 -0.1
H 0.0 0.1 -0.1
H -0.2 0.0 0.0
H -0.1 -0.1 0.0
H -0.1 0.0 0.0
H -0.1 0.0 0.0
H 0.0 -0.1 0.1
H 0.1 0.0 0.0
H 0.0 -0.1 0.1
H 0.1 -0.1 -0.1
H 0.0 0.0 -0.1
H 0.1 -0.1 0.0
H 0.1 -0.1 -0.1
H 0.0 0.0 0.0
H 0.0 0.0 -0.1
O -0.4 -0.1 -0.3
C 0.9 0.4 0.6
O 3.2 2.4 1.8
C 0.1 -0.2 -0.4
C -0.1 0.1 -0.2
C 0.1 0.3 0.5
C -0.1 -0.4 -0.1
C 0.0 -0.3 -0.1
C 0.0 0.4 -0.2
C 0.0 -0.2 0.4
C 0.0 -0.3 -0.2
C 0.0 0.1 -0.4
N 0.9 1.3 -0.8
H 0.1 0.0 0.0
H 0.1 0.1 0.0
H 0.0 0.1 0.0
H 0.0 0.0 0.0
H 0.0 0.0 0.0
H 0.1 0.2 0.0
N -1.3 -1.1 -0.4
C 0.5 0.8 0.8
C -0.1 -0.2 -0.1
C 0.1 -0.3 -0.1
C 0.0 0.1 0.0
C 0.1 0.0 0.5
C 0.1 0.0 0.1
C -0.2 0.0 0.0
H 0.0 0.0 -0.1
H 0.1 0.0 0.0
H 0.0 0.0 0.1
H -0.1 0.0 0.0
H -0.2 0.1 0.0
F -0.5 0.2 0.3
B 0.3 0.0 0.2
F 0.3 -0.4 0.1
O -2.2 2.3 1.4
N 1.3 1.1 1.1
C -0.8 -1.6 -0.3
C 0.0 0.4 1.1
C -0.4 -1.0 -0.9
C 0.3 1.5 0.6
C -0.6 -0.3 -1.8
H 0.1 -0.2 0.0
H 0.0 0.0 -0.1
H 0.0 0.1 0.1
H 0.1 -0.2 0.0
H 0.1 0.0 -0.1

The value obtained for the HOMO energy (alpha / beta) is -2.1 / -2.1 eV. Its spin multiplicity is 3. For the relative energy (zero: lowest compared OMol25 entry of this formula, charge and spin), the calculation gives 54.7 kcal per mole. As for the total charge: -1. The molar mass comes out at 759.02 Da. For the largest force on an atom, the calculation gives 4.640 eV/Å. The LUMO energy (alpha / beta) comes out at 1.87 / 1.86 eV.